Computed, not measured: a structure of composition C22H48BrInO7P, with ωB97M-V/def2-TZVPD.

For the energy relative to the best compared isomer or geometry (same formula, charge and spin), the calculation gives 1.162 eV. The frontier orbital gap is 6.05 eV. The lowest unoccupied orbital energy comes out at 2.20 eV.

ORCA input file:
```
! RIJCOSX wB97M-V def2-TZVPD def2/J DEFGRID3
* xyz -1 1
In -0.2979 -4.2758 -0.9852
Br -1.9120 -2.1014 1.7365
P -1.6534 -2.1783 -0.5346
O -4.5308 2.5280 0.6479
O -0.4710 -5.5574 0.7084
O -1.2308 3.9742 4.5703
O -7.5088 -0.6406 -0.3641
O -0.7778 -0.7446 -0.9971
O 4.9166 -0.8383 -0.0393
O 1.9449 -3.7055 -4.1988
C 1.9806 -4.4566 -5.4201
C 5.2565 -0.7795 1.3529
C -6.6334 -0.7804 0.7634
C 6.4789 0.9121 0.2762
C 3.0140 -2.3927 -5.8535
C 1.1022 4.3665 4.6593
C 5.7759 0.0586 -0.7565
C 1.8912 -3.5910 -1.1695
C 2.5820 -3.6150 0.3171
C -5.2484 -1.0438 0.2139
C 2.4037 -2.3737 -4.4692
C 2.2061 -3.4639 -6.5396
C 6.5635 -0.0238 1.4542
C -6.7100 -0.5277 -1.5500
C -4.3151 3.9202 0.9168
C -3.2679 1.8509 0.7098
C -2.1978 2.9202 0.7369
C 0.3987 5.4988 5.3620
C -2.9013 4.0525 1.4396
C 0.0321 3.2971 4.6322
C -5.2835 -0.3037 -1.0983
C -1.0151 5.3665 4.8392
H 4.0647 -2.7008 -5.7946
H -3.2542 1.2529 1.6275
H 3.1173 -2.0662 -3.6999
H 7.4052 -0.7135 1.3200
H 1.2464 -3.0496 -6.8705
H 2.4354 -4.2342 -1.9826
H -7.0866 0.2890 -2.1720
H -1.7617 5.7232 5.5546
H -1.2820 2.5943 1.2364
H -5.1093 0.7651 -0.9263
H 2.8041 -4.6994 0.7362
H -5.1169 -2.1168 0.0309
H -4.4438 4.4661 -0.0238
H -2.4629 5.0337 1.2407
H -2.8861 3.8832 2.5227
H 0.4139 5.3294 6.4451
H 2.9695 -1.4213 -6.3523
H -4.5462 -0.6585 -1.8229
H 2.0180 4.0405 5.1588
H -1.1438 5.9123 3.8985
H -1.4389 -5.5722 1.0016
H 6.6885 0.4859 2.4129
H 1.0472 -5.0148 -5.5365
H 0.1323 2.6245 3.7758
H 1.9031 -2.9827 1.0305
H -6.9895 -1.5892 1.4080
H 3.6442 -3.0972 0.2058
H 1.9241 -2.4609 -1.5365
H -1.9428 3.2199 -0.2866
H 0.8371 6.4800 5.1631
H 2.7055 -3.9043 -7.4063
H 5.8558 1.7770 0.5333
H -0.8333 -5.2263 -2.4242
H 2.8081 -5.1705 -5.3493
H 5.3259 -1.7931 1.7581
H -6.6649 0.1568 1.3291
H -0.0025 -0.9857 -1.6110
H -6.8066 -1.4653 -2.1082
H -5.0617 4.2770 1.6322
H 5.1851 0.6519 -1.4598
H -4.4526 -0.7114 0.8853
H 7.4505 1.2793 -0.0642
H -3.1677 1.1783 -0.1465
H 4.4502 -0.2503 1.8717
H 1.3572 4.6662 3.6358
H 1.5357 -1.7067 -4.4276
H 0.0458 2.6991 5.5499
H 6.4911 -0.5466 -1.3242
*
```

---

Computed, not measured: a cluster of 3 separate species, C22H48IN2 in total, with ωB97M-V/def2-TZVPD.

For the energy relative to the best compared isomer or geometry (same formula, charge and spin), the calculation gives 0.000 eV. The frontier orbital gap is 8.14 eV. The lowest unoccupied orbital energy comes out at -1.45 eV.

ORCA input file:
```
! RIJCOSX wB97M-V def2-TZVPD def2/J DEFGRID3
* xyz 1 1
I -0.3506 -0.1499 0.2555
N 1.5286 0.0024 4.5008
N -0.3225 0.1989 -4.3709
C -0.7903 0.0529 -6.8758
C -0.3212 -0.6310 -8.1483
C 0.0226 -0.1061 4.4396
C -0.6948 1.1479 3.9826
C 1.8341 0.6548 -3.2935
C 2.6338 -1.2854 2.7441
C 2.2517 2.2807 7.5355
C 2.0932 -1.2578 5.0742
C 1.2936 1.9573 -3.9068
C 0.6774 -0.3413 -3.3785
C -2.9592 2.0716 3.3334
C -2.0301 -1.6233 -3.9578
C 1.9621 1.1890 5.3174
C 2.2557 -2.2135 3.9205
C -3.2327 -1.9562 -3.0884
C -0.1271 1.6702 -4.3631
C -2.1525 0.8084 3.6392
C -3.6538 -3.4258 -3.2305
C -1.7349 -0.1356 -3.9188
C 0.0367 -0.3956 -5.7041
C 2.1435 0.1067 3.1201
C 1.5328 1.1808 6.7666
H -0.3195 -0.3296 5.4502
H -4.0497 -3.6007 -4.2322
H -2.6120 0.2511 4.4590
H -3.2525 2.0941 2.2830
H 1.0308 -1.3456 -3.5894
H 3.0791 -1.0358 5.4983
H -0.8019 1.1279 -7.0804
H -2.3300 2.9660 3.4244
H 2.9359 -3.0326 4.1268
H -0.1679 -0.9799 3.8159
H -1.7376 0.2171 -2.8856
H 3.2825 2.4455 7.2197
H 0.1524 -0.3379 -2.4278
H -0.6935 1.8918 4.7817
H -1.8562 -0.1542 -6.7309
H 1.7906 3.2614 7.3574
H 2.0090 0.8083 -2.2261
H -3.8174 2.2529 3.9747
H -0.3805 2.0695 -5.3385
H 3.0302 0.7342 3.1618
H 0.7323 -0.4272 -8.3541
H 1.8248 0.2529 7.2641
H -0.3986 -1.7232 -8.1055
H 3.7093 -1.3519 2.5622
H -0.8155 2.0931 -3.6312
H 1.5193 -1.5533 5.9492
H 0.4526 1.2800 6.8666
H 1.4588 2.8133 -3.2559
H -2.1032 0.1689 2.7567
H -4.0596 -1.3035 -3.3846
H 1.1072 -0.2112 -5.8260
H 1.3070 -2.6723 3.6236
H -0.0419 -1.4792 -5.6297
H -0.2251 1.5431 3.0792
H 2.2222 -1.6306 1.7947
H 3.0499 1.2105 5.2593
H -2.1819 -1.8910 -5.0082
H -2.3971 0.4344 -4.5665
H 1.3550 0.5310 2.5099
H 2.7764 0.3225 -3.7201
H -0.8979 -0.3508 -9.0280
H -4.4165 -3.6670 -2.4960
H -2.9602 -1.7312 -2.0548
H 1.9401 2.2508 -4.7445
H 2.1855 2.1285 8.6094
H 1.5919 2.0728 4.7996
H -2.7758 -4.0629 -3.1188
H -1.1467 -2.1497 -3.5858
*
```

---

Computed, not measured: a cluster of 5 separate species, C22H49F2IO15S5 in total, with ωB97M-V/def2-TZVPD.

The frontier orbital gap is 9.66 eV. The lowest unoccupied orbital energy comes out at 0.23 eV. As for the SMILES: CC[C@@H](F)[C@H]1[C@@H](I)CS(=O)(=O)O[C@@H]1C[C@@H](C)F.CCOS(C)(=O)=O.CCOS(C)(=O)=O.CCOS(C)(=O)=O.CCOS(C)(=O)=O.

ORCA input file:
```
! RIJCOSX wB97M-V def2-TZVPD def2/J DEFGRID3
* xyz 0 1
I 2.7463 0.4750 -3.5409
S 5.1336 4.7102 -2.8628
S 0.7786 -1.0763 0.5603
S 6.3601 -4.0944 0.0436
S -2.6131 4.1079 3.7464
S -7.5159 -5.0845 1.0186
F 0.0226 2.3891 -3.5761
F -4.4463 -1.5972 -1.0896
O 5.4310 5.2447 -4.3528
O 4.5367 3.4052 -2.9476
O 5.5526 -3.5410 -1.0086
O -2.3977 3.7124 2.3804
O -7.6657 -5.4979 -0.3493
O 0.4949 -0.2566 1.7625
O 4.5255 5.7663 -2.1025
O -6.1236 -5.6602 1.5888
O -7.6426 -3.7074 1.4066
O -3.2408 2.8657 4.5561
O -0.6032 -1.3044 -0.3112
O -1.5673 4.6966 4.5349
O 5.5811 -5.3426 0.6968
O 1.2545 -2.4202 1.0060
O 6.8893 -3.2719 1.0965
C -4.0323 5.1593 3.8196
C 3.4180 6.4326 -5.0646
C 4.3519 5.2590 -5.2944
C 4.5595 -5.0714 1.6657
C -2.4223 -0.4726 -1.6382
C -1.0566 -0.0862 -0.9396
C 7.6801 -5.0185 -0.6836
C -4.4317 -3.9644 1.1054
C 3.2711 -4.6132 1.0106
C -4.4912 0.7960 -0.8392
C 1.3506 -0.2659 -2.0193
C 0.9622 2.7579 -1.3402
C -8.5857 -6.0586 2.0345
C 1.9958 -0.3238 -0.5871
C -0.0678 0.4253 -2.0928
C -3.6297 -0.5282 -0.6408
C -0.0615 1.9858 -2.2260
C 0.5232 2.9229 0.1686
C -4.9226 -5.3786 0.8601
C 6.8166 4.5416 -2.3497
C -2.5480 1.6112 4.5149
C -1.3449 1.5996 5.4389
H -9.6090 -5.7475 1.8310
H 6.8152 4.2419 -1.3029
H 7.3161 5.5017 -2.4624
H -3.2610 0.8529 4.8422
H 0.1586 1.9904 0.6544
H -1.6262 1.9249 6.4420
H 1.4473 3.2215 0.7338
H -3.7635 6.1105 3.3632
H -2.2909 -1.4864 -2.1075
H 1.0216 3.7980 -1.7620
H -5.5188 0.5074 -1.1537
H 7.2956 3.7785 -2.9592
H -3.4498 -3.8144 0.6535
H -5.1159 -3.2324 0.6761
H -2.2608 1.3631 3.4898
H 2.8418 -1.0606 -0.6480
H -4.8449 4.6927 3.2672
H -0.1843 3.7816 0.2383
H 4.8047 5.3470 -6.2831
H -4.1722 -6.0872 1.2141
H 1.1808 -1.3333 -2.3200
H -0.5331 0.0397 -3.0421
H -0.5704 2.2805 5.0829
H -8.3408 -5.8763 3.0788
H 2.9715 -5.3066 0.2223
H 3.8084 4.3108 -5.2717
H 8.2987 -4.3236 -1.2490
H -0.9150 0.5985 5.4957
H 2.6855 6.5032 -5.8702
H -1.2402 0.7163 -0.1833
H -4.0012 1.5103 -1.5444
H 7.2585 -5.7693 -1.3488
H 2.0045 2.3694 -1.3640
H 4.3811 -6.0065 2.1992
H 2.8765 6.3244 -4.1236
H -2.6128 0.2149 -2.5033
H -5.0662 -5.5674 -0.2067
H -8.4535 -7.1078 1.7801
H -4.5117 1.3239 0.1508
H 3.9792 7.3668 -5.0098
H -3.3481 -0.6854 0.4218
H 3.3928 -3.6340 0.5503
H -1.0842 2.3298 -1.9014
H 2.4400 0.6269 -0.2230
H 4.9101 -4.3431 2.4012
H -4.3048 5.3092 4.8623
H 2.4695 -4.5417 1.7455
H -4.3669 -3.7592 2.1759
H 8.2629 -5.4825 0.1090
*
```

---

Computed, not measured: a structure of composition C22H49N2OP3ReS, with ωB97M-V/def2-TZVPD.

For the energy relative to the best compared isomer or geometry (same formula, charge and spin), the calculation gives 0.000 eV. The frontier orbital gap (spin up / spin down) is 4.24 / 4.45 eV. The lowest unoccupied orbital energy (spin up / spin down) comes out at -15.03 / -15.03 eV.

ORCA input file:
```
! RIJCOSX wB97M-V def2-TZVPD def2/J DEFGRID3
* xyz 4 4
Re 0.2283 0.5321 -0.9066
S -1.4556 -0.3195 0.5302
P 1.7913 1.1790 0.5520
P 1.9463 -0.2994 -2.3080
P -0.6937 2.6052 -1.0450
O -1.0840 0.1649 -2.3373
N -2.3008 0.3882 2.9098
N -0.3148 -0.8865 2.9154
C 1.2338 1.8186 2.1817
C -1.7563 -2.0800 -2.8547
C -2.7853 -2.3948 -5.0261
C -1.6896 -2.7040 3.9841
C 1.4737 -3.6191 1.5994
C -2.5250 2.5565 -1.0366
C -2.3252 0.7772 4.3426
C -0.5559 -1.7241 4.1356
C 1.4760 -0.4838 -4.0665
C 3.6076 0.4462 -2.4868
C -2.2045 -2.9188 -3.8665
C -2.9599 -1.0125 -5.1620
C -2.5193 -0.1443 -4.1769
C 0.0926 -4.1195 1.6390
C -0.3537 3.3814 -2.6686
C -0.4077 4.0005 0.1078
C 2.2794 -2.0295 -1.7969
C 2.8331 2.5999 -0.0154
C -1.1081 1.5449 4.8015
C 3.0818 0.0102 1.1248
C -1.3253 -0.2536 2.2656
C -1.7983 -0.6680 -3.0601
H -1.4671 -3.3969 3.1625
H -2.9045 3.5767 -1.1753
H -2.8884 1.9188 -1.8519
H 0.3853 -2.2616 4.3097
H 2.5989 -2.6061 -2.6764
H -2.1008 -3.9976 -3.7428
H -0.1613 -4.9866 2.2433
H 1.0184 0.4493 -4.4195
H -0.9422 2.4360 4.1876
H 2.1824 -4.2021 0.9826
H 2.4120 3.1048 -0.8948
H 4.0202 0.1830 0.5836
H -3.2207 1.3994 4.4542
H 0.7256 3.5384 -2.7896
H 0.6590 4.1828 0.2721
H 3.8348 2.2337 -0.2716
H 0.7568 -1.3029 -4.1899
H -2.6190 0.9377 -4.2595
H 2.7725 -1.0324 0.9854
H 0.3299 -1.3362 2.2542
H -3.1159 -3.0693 -5.8190
H 1.3668 -2.4878 -1.3872
H -3.4454 -0.6059 -6.0505
H -2.4868 -0.1305 4.9344
H 2.3751 -0.6916 -4.6617
H 1.0845 0.9820 2.8763
H -2.6462 -2.2017 3.8060
H -0.2007 0.9350 4.7930
H 3.2523 0.1789 2.1975
H 1.3538 -2.5763 1.0682
H 3.5269 1.5391 -2.5294
H 2.9163 3.3263 0.8041
H -0.6985 -1.0349 4.9705
H -2.8886 2.1541 -0.0840
H -3.0084 0.7891 2.2932
H -0.8912 3.7980 1.0696
H 3.0656 -2.0636 -1.0306
H 2.0060 2.4934 2.5737
H -1.7713 -3.2773 4.9134
H -0.8566 4.9024 -0.3279
H -0.8732 4.3475 -2.7231
H 4.0456 0.0951 -3.4309
H 1.9464 -3.4601 2.5868
H -0.7130 2.7226 -3.4708
H -0.5906 -3.8027 0.8499
H 0.2930 2.3730 2.0997
H 4.2683 0.1649 -1.6581
H -1.2756 1.8771 5.8310
H -1.3113 -2.4624 -1.9336
*
```

---

Computed, not measured: a structure of composition C22H49N2P3SSeTc, with ωB97M-V/def2-TZVPD.

For the energy relative to the best compared isomer or geometry (same formula, charge and spin), the calculation gives 0.896 eV. The frontier orbital gap (spin up / spin down) is 6.24 / 3.71 eV. The lowest unoccupied orbital energy (spin up / spin down) comes out at -12.81 / -15.23 eV.

ORCA input file:
```
! RIJCOSX wB97M-V def2-TZVPD def2/J DEFGRID3
* xyz 4 4
Tc 0.0350 -0.0389 -0.2129
Se -2.7322 0.0519 0.5461
S -1.2955 -1.8446 -1.3991
P 2.1762 0.2044 -0.9957
P 0.6097 -1.4049 1.4553
P 0.1130 1.8008 1.2320
N -0.0112 -2.3466 -3.6655
N -0.2595 -4.1723 -2.1981
C 2.7124 -0.9450 -2.3098
C 1.7324 2.3602 1.9344
C -0.5020 -1.0368 -4.1037
C -0.8456 1.7658 2.8233
C -1.1293 -4.7508 -1.1573
C -0.5217 3.3920 0.5176
C -3.7005 3.1704 -2.0644
C -4.5804 3.9003 -1.2711
C -3.2238 1.9306 -1.6410
C -0.7305 -2.1928 2.4212
C -3.5493 1.5585 -0.3245
C 3.5891 0.0952 0.1471
C -5.2968 5.2947 -4.0077
C 1.4426 -2.9129 0.8352
C 1.7063 -0.9903 2.8548
C 1.0830 -4.7902 -2.2669
C 2.3576 1.8404 -1.7520
C 0.4605 -3.2530 -4.7200
C -4.0524 5.2635 -4.4956
C -0.4208 -2.8424 -2.4837
C -4.5036 2.2400 0.4487
C -5.0558 3.4070 -0.0576
H -4.7850 1.8251 1.4295
H 4.4796 0.3903 -0.4173
H 3.5163 -0.4695 -2.8891
H -1.2737 -1.4494 3.0167
H -0.1140 -4.1953 -4.7537
H -2.1794 -4.4826 -1.3661
H -5.8275 3.9138 0.5034
H -3.4106 3.5441 -3.0288
H 0.3365 -2.6878 -5.6550
H 3.1031 -1.8667 -1.8580
H 1.2957 -0.1893 3.4768
H -0.5393 0.9166 3.4574
H -0.8393 -4.3730 -0.1554
H 2.1932 1.5991 2.5768
H -0.2149 -0.9131 -5.1539
H -1.5964 -1.0139 -4.0078
H 1.8866 -1.2022 -2.9849
H 1.5023 2.0844 -2.3880
H 1.1856 -5.4697 -3.1314
H -0.0543 -0.2767 -3.4429
H -0.6232 2.7158 3.3433
H 3.2551 1.8119 -2.3740
H -0.0989 3.5642 -0.4860
H 1.5074 3.2441 2.5463
H 2.7187 -0.7227 2.5388
H 2.4660 -2.7323 0.4843
H -6.0601 4.5608 -4.2661
H -3.6850 4.4731 -5.1704
H -4.9231 4.8633 -1.6235
H 1.8640 -4.0133 -2.3384
H 1.2771 -5.3646 -1.3421
H 2.4672 2.6359 -1.0118
H 1.5351 -3.5009 -4.6210
H 0.8724 -3.3655 0.0132
H -0.2399 -2.9149 3.0890
H 3.7462 -0.9203 0.5210
H 1.4756 -3.6129 1.6819
H -3.3388 6.0616 -4.2885
H 1.7545 -1.9076 3.4542
H -1.4449 -2.7152 1.7740
H -1.4869 0.8528 -0.4316
H -1.9266 1.6920 2.6142
H -5.6564 6.1387 -3.4122
H 2.4451 2.6432 1.1509
H -1.0531 -5.8485 -1.1762
H 3.4955 0.7656 1.0036
H -2.6323 1.2625 -2.2882
H -0.2233 4.2168 1.1920
H -1.6225 3.3533 0.4366
*
```

---

Record-wise strongest force on any atom values, in hartree/bohr: 0.049; 0.037; 0.108; 0.079; 0.081